Record 1
{"formula": "C4H9N2O2", "method": "ωB97M-V with the def2-TZVPD basis set", "gap_ev": [9.761, 5.584], "fmax_ev_per_a": 3.10, "e_above_lowest_ev": 0.5605, "spin_multiplicity": 2, "lumo_energy_ev": [-9.5737, -13.5815], "total_energy_ev": -11348.162, "total_charge": 2, "species": ["N", "C", "C", "N", "C", "C", "O", "O", "H", "H", "H", "H", "H", "H", "H", "H", "H"], "positions_angstrom": [[-1.927, 1.164, -2.115], [-0.644, 0.632, -1.514], [-0.939, 0.476, 0.006], [0.133, 0.300, 0.812], [1.388, -0.296, 0.455], [2.049, -1.129, 1.562], [2.515, -2.178, 1.262], [-2.093, 0.618, 0.329], [-2.549, 0.358, -2.126], [-2.190, 2.023, -1.629], [-1.760, 1.538, -3.062], [-0.293, -0.308, -1.926], [0.151, 1.362, -1.664], [-0.028, 0.193, 1.817], [2.120, 0.472, 0.114], [1.275, -0.975, -0.434], [2.072, -0.770, 2.602]], "mulliken_charge": [-0.253, -0.959, 0.631, -0.093, -0.239, 0.035, -0.004, -0.485, 0.359, 0.364, 0.364, 0.451, 0.442, 0.308, 0.349, 0.307, 0.425]}


Record 2
{"formula": "C34H25Cl4N4PPtSSi", "method": "ωB97M-V with the def2-TZVPD basis set", "gap_ev": [6.152, 5.589], "fmax_ev_per_a": 4.17, "e_above_lowest_ev": 24.3809, "lumo_energy_ev": [-1.7367, -2.2822], "total_energy_ev": -122942.941, "species": ["Pt", "Cl", "C", "C", "C", "C", "C", "C", "P", "C", "C", "C", "C", "C", "C", "C", "C", "C", "C", "C", "C", "H", "H", "H", "H", "H", "H", "H", "H", "H", "H", "H", "H", "H", "H", "N", "S", "C", "C", "C", "C", "C", "C", "C", "C", "C", "C", "C", "C", "H", "H", "H", "H", "H", "H", "H", "H", "H", "H", "H", "N", "C", "C", "C", "N", "C", "N", "Cl", "Si", "Cl", "Cl"], "positions_angstrom": [[0.076, 0.358, -1.095], [0.660, -0.963, 1.291], [-0.906, -0.704, 1.368], [-0.526, -1.019, 3.907], [-1.260, 0.099, 3.960], [-2.679, 0.100, 3.543], [-3.105, -0.256, 2.307], [-2.198, -0.579, 1.202], [-2.163, -0.437, -0.589], [-1.964, -2.153, -1.169], [-1.638, -3.225, -0.341], [-1.251, -4.448, -0.878], [-1.206, -4.620, -2.250], [-1.585, -3.576, -3.085], [-1.961, -2.356, -2.552], [-3.767, 0.087, -1.235], [-4.782, -0.824, -1.514], [-6.025, -0.364, -1.923], [-6.258, 1.000, -2.044], [-5.250, 1.910, -1.757], [-4.006, 1.455, -1.352], [-1.053, -1.951, 3.725], [-0.809, 1.054, 4.218], [-3.419, 0.506, 4.225], [-4.156, -0.161, 2.065], [-1.707, -3.118, 0.735], [-0.979, -5.259, -0.215], [-0.883, -5.563, -2.671], [-1.574, -3.708, -4.159], [-2.244, -1.554, -3.220], [-4.601, -1.888, -1.430], [-6.811, -1.071, -2.150], [-7.228, 1.353, -2.369], [-5.428, 2.972, -1.860], [-3.208, 2.161, -1.148], [0.427, 3.073, 0.577], [1.669, 3.145, 1.557], [3.198, 2.990, 0.603], [4.427, 2.907, 1.244], [5.576, 2.832, 0.477], [5.488, 2.850, -0.911], [4.255, 2.943, -1.535], [3.094, 3.015, -0.774], [1.622, 1.454, 2.199], [1.054, 0.577, 1.416], [1.304, -1.947, 2.478], [0.999, -1.161, 3.829], [1.760, 0.077, 4.247], [2.038, 1.213, 3.580], [0.109, 4.022, 0.393], [4.490, 2.900, 2.326], [6.540, 2.733, 0.955], [6.390, 2.771, -1.503], [4.190, 2.951, -2.615], [2.111, 3.082, -1.227], [1.826, -1.224, 0.494], [0.322, -2.167, 0.439], [1.304, -1.929, 4.546], [2.110, 0.033, 5.273], [2.550, 2.007, 4.108], [1.932, 0.007, -1.602], [2.969, -0.510, -1.483], [4.159, -1.182, -1.318], [5.148, -0.700, -0.427], [5.953, -0.308, 0.300], [4.329, -2.410, -2.011], [4.464, -3.412, -2.564], [-0.372, 3.247, -2.827], [-0.382, 1.205, -3.126], [-2.175, 0.861, -4.090], [1.016, 0.793, -4.567]], "mulliken_charge": [0.887, -0.257, -0.426, -0.429, -0.348, -0.620, -1.294, 0.169, 1.182, 0.609, -0.777, -0.669, -0.628, -0.720, -0.261, 0.927, -0.583, -0.683, -0.514, -0.703, -0.264, 0.396, 0.321, 0.425, 0.530, 0.494, 0.452, 0.397, 0.439, 0.277, 0.417, 0.411, 0.397, 0.414, 0.414, -0.485, -0.167, 0.610, -0.390, -0.573, -0.485, -0.565, -0.102, 0.783, -0.655, -1.095, 0.423, -0.765, -0.556, 0.189, 0.274, 0.369, 0.357, 0.394, 0.443, 0.469, 0.684, 0.560, 0.373, 0.412, -0.147, 0.419, 0.184, 0.168, -0.539, -0.100, -0.526, -0.288, 0.492, -0.286, -0.261]}


Record 3
{"formula": "C4H11N2", "method": "ωB97M-V with the def2-TZVPD basis set", "gap_ev": 9.723, "fmax_ev_per_a": 4.84, "e_above_lowest_ev": 3.5600, "smiles": "C[C@]1([NH3+])C[C@@H]1N", "lumo_energy_ev": -3.7860, "total_energy_ev": -7297.388, "total_charge": 1, "species": ["C", "C", "C", "C", "N", "N", "H", "H", "H", "H", "H", "H", "H", "H", "H", "H", "H"], "positions_angstrom": [[0.315, 0.931, -1.088], [0.983, 0.618, 0.208], [-0.325, 0.090, -0.105], [-0.452, -1.440, -0.229], [2.159, -0.459, 0.389], [-1.624, 0.601, 0.449], [-0.157, 1.926, -1.071], [0.797, 0.458, -2.072], [1.201, 1.339, 0.987], [-0.850, -1.777, 0.674], [0.575, -1.709, -0.325], [-1.016, -1.758, -1.071], [2.911, -0.499, -0.331], [2.620, -0.099, 1.323], [-2.319, 0.566, -0.372], [-1.349, 1.568, 0.644], [-1.759, 0.337, 1.448]], "mulliken_charge": [-0.671, -0.063, 0.293, -1.541, -0.613, -0.229, 0.252, 0.274, 0.299, 0.475, 0.412, 0.380, 0.243, 0.280, 0.409, 0.403, 0.398]}


Record 4
{"formula": "C5H6O2", "method": "ωB97M-V with the def2-TZVPD basis set", "gap_ev": [7.668, 7.676], "fmax_ev_per_a": 1.03, "e_above_lowest_ev": 3.1986, "lumo_energy_ev": [-0.2516, -0.2472], "total_energy_ev": -9373.897, "species": ["O", "C", "C", "O", "C", "C", "C", "H", "H", "H", "H", "H", "H"], "positions_angstrom": [[1.170, 1.951, 0.874], [0.806, 1.013, 0.187], [1.533, -0.064, -0.409], [0.725, -0.700, -1.316], [-0.503, -0.309, -1.239], [-0.796, -0.536, 0.973], [-0.656, 0.599, -0.099], [0.128, -1.112, 0.801], [2.591, -0.240, -0.499], [-1.241, -0.855, -1.814], [-0.691, -0.193, 1.999], [-1.744, -1.065, 0.861], [-1.427, 1.372, -0.131]], "mulliken_charge": [-0.636, 0.644, -0.714, -0.228, -0.115, -1.087, -0.091, 0.387, 0.339, 0.422, 0.342, 0.312, 0.426]}